1.
43
Properties=species:S:1:pos:R:3 method="wB97M-V/def2-TZVPD" energy_ev=-49034.845
O 1.32 -3.12 4.24
C 2.25 -2.48 3.52
O 3.58 -2.96 3.01
C 4.54 -1.87 2.65
C 3.84 -0.59 3.42
B 4.47 0.92 3.23
O 4.53 1.67 1.95
O 5.02 1.60 4.43
C 2.29 -0.91 2.97
P 0.87 0.26 3.49
O 0.39 -0.18 5.10
Cl -0.77 -0.29 2.20
H 5.69 -2.08 2.85
H 4.41 -1.59 1.49
H 4.06 -0.85 4.55
H 5.42 1.51 1.52
H 5.71 1.04 4.89
H 2.26 -0.97 1.78
H -0.49 0.30 5.27
C -4.70 1.61 -3.76
O -4.61 0.38 -3.05
C -3.95 -0.66 -3.80
C -2.53 -0.92 -3.25
N -1.62 0.19 -3.56
C -0.38 0.18 -2.78
C -0.47 0.18 -1.25
O -0.95 1.40 -0.67
C -2.36 1.57 -0.74
H -5.43 2.24 -3.23
H -3.75 2.14 -3.75
H -5.04 1.47 -4.78
H -3.94 -0.46 -4.87
H -4.54 -1.57 -3.64
H -2.14 -1.84 -3.70
H -2.63 -1.08 -2.18
H -2.10 1.07 -3.38
H 0.17 1.09 -3.08
H 0.23 -0.67 -3.11
H 0.56 0.06 -0.87
H -1.02 -0.68 -0.85
H -2.90 0.63 -0.61
H -2.62 2.04 -1.69
H -2.66 2.25 0.05

=====

2.
73
Properties=species:S:1:pos:R:3 method="wB97M-V/def2-TZVPD" de_lowest_kcal_mol=1.0 total_charge=+2
Y 0.19 -0.22 -0.43
C 1.55 -3.12 -0.22
C 1.98 -2.86 -1.66
N 1.60 -1.50 -2.12
C 0.99 -1.47 -3.47
C -0.37 -2.14 -3.55
S -1.60 -1.47 -2.38
C -2.01 -2.89 -1.31
C -0.83 -3.62 -0.70
N 0.13 -2.73 -0.01
H 2.15 -2.53 0.48
H 1.71 -4.17 0.01
H 1.53 -3.59 -2.33
H 3.06 -3.01 -1.74
H 2.42 -0.91 -2.15
H 1.65 -1.94 -4.21
H 0.90 -0.42 -3.75
H -0.31 -3.22 -3.40
H -0.77 -1.99 -4.55
H -2.62 -3.59 -1.89
H -2.65 -2.45 -0.55
H -0.30 -4.17 -1.48
H -1.21 -4.37 -0.01
H -0.05 -2.77 0.99
C 3.87 -1.84 3.90
O 2.86 -1.29 3.06
C 1.58 -1.42 3.48
C 1.19 -2.05 4.65
C -0.17 -2.13 5.00
C -1.12 -1.58 4.18
C -0.75 -0.96 2.97
C -1.82 -0.39 2.18
N -1.70 0.02 0.96
N -2.84 0.58 0.40
C -2.58 1.35 -0.59
O -1.29 1.54 -1.02
C -3.64 2.04 -1.34
C -4.96 1.98 -0.89
C -5.96 2.63 -1.60
C -5.64 3.34 -2.75
C -4.33 3.40 -3.20
C -3.33 2.75 -2.50
C 0.61 -0.85 2.62
O 1.01 -0.24 1.51
H 3.76 -2.93 3.98
H 4.82 -1.62 3.43
H 3.84 -1.40 4.90
H 1.93 -2.48 5.31
H -0.45 -2.61 5.92
H -2.17 -1.64 4.45
H -2.80 -0.30 2.65
H -5.19 1.43 0.01
H -6.98 2.59 -1.25
H -6.42 3.85 -3.30
H -4.09 3.95 -4.10
H -2.31 2.78 -2.86
N 4.78 3.10 -0.10
C 3.65 2.44 0.63
P 2.17 2.69 -0.47
O 2.66 3.76 -1.40
O 1.71 1.35 -1.03
C 0.85 3.36 0.59
N -0.27 3.77 -0.29
H 5.41 3.62 0.50
H 4.29 3.75 -0.79
H 5.33 2.44 -0.65
H 3.51 2.96 1.57
H 3.88 1.40 0.84
H 1.25 4.21 1.15
H 0.51 2.60 1.29
H 0.07 4.38 -1.03
H -0.95 4.31 0.24
H -0.92 2.53 -0.79